No. 1
118
Properties=species:S:1:pos:R:3:mulliken_charge:R:1 method="wB97M-V/def2-TZVPD" multiplicity=1 gap_ev=8.0 charge=+1 e_homo_ev=-11.2
C 4.156 -2.697 -2.471 -1.710
C 2.664 -2.667 -2.055 0.954
C 1.910 -3.917 -2.506 -0.928
N 0.472 -3.961 -2.093 0.697
C -0.220 -2.663 -2.405 -0.995
C 0.397 -4.147 -0.578 -0.494
C -0.975 -4.714 -0.253 -0.064
C -1.237 -5.638 -1.431 -1.000
C -0.313 -5.176 -2.565 -0.671
H 4.270 -3.076 -3.491 0.396
H 4.695 -3.419 -1.850 0.433
H 4.673 -1.743 -2.414 0.380
H 2.300 -1.814 -2.631 -0.303
H 2.710 -2.436 -0.992 0.015
H 2.382 -4.807 -2.095 0.396
H 1.841 -3.949 -3.594 0.508
H -0.078 -2.587 -3.485 0.318
H 0.296 -1.838 -1.927 -0.059
H -1.292 -2.644 -2.221 0.665
H 0.588 -3.190 -0.101 -0.059
H 1.179 -4.830 -0.245 0.522
H -1.700 -3.898 -0.306 -0.080
H -0.934 -5.137 0.747 0.419
H -2.306 -5.702 -1.622 0.396
H -0.947 -6.655 -1.160 0.348
H -0.725 -5.018 -3.561 0.489
H 0.426 -5.961 -2.733 0.385
Ba -2.569 2.540 -0.210 1.779
P -0.317 0.301 0.722 1.868
F -0.101 1.931 0.862 -0.222
F -1.786 0.546 1.409 -0.553
F -0.833 0.542 -0.826 -0.351
F -0.658 -1.253 0.614 -0.557
F 1.158 0.110 0.090 -0.384
F 0.322 0.102 2.185 -0.735
C -5.445 1.316 -4.035 0.499
F -5.318 1.114 -5.325 -0.186
F -5.571 2.619 -3.813 -0.226
F -6.478 0.660 -3.602 -0.149
S -3.804 0.732 -3.181 0.928
O -3.589 -0.594 -3.725 -0.573
O -2.771 1.682 -3.536 -0.861
N -4.108 0.833 -1.451 -0.250
S -4.652 -0.633 -1.142 0.735
O -5.810 -1.053 -1.887 -0.595
O -3.635 -1.636 -0.985 -0.465
C -5.388 -0.350 0.556 0.546
F -5.472 -1.469 1.232 -0.204
F -4.686 0.574 1.225 -0.128
F -6.621 0.141 0.423 -0.258
Cl -3.940 -2.557 4.199 -0.207
C -2.954 -2.680 2.774 0.359
C -1.615 -3.332 3.028 0.791
Cl -1.792 -5.062 3.404 -0.195
H -2.754 -1.713 2.320 -0.552
H -3.578 -3.178 2.031 0.305
H -1.090 -2.745 3.778 0.460
H -1.045 -3.259 2.104 -0.965
C -5.867 3.567 0.014 -0.775
O -4.774 3.384 0.891 0.104
C -4.790 4.297 1.999 -0.688
C -3.760 3.884 3.076 -0.717
O -2.650 3.119 2.555 0.022
C -1.700 2.852 3.585 -0.822
H -6.812 3.298 0.497 0.299
H -5.795 2.816 -0.774 0.088
H -5.912 4.587 -0.373 0.403
H -5.791 4.243 2.435 0.307
H -4.716 5.281 1.528 0.440
H -4.267 3.247 3.805 0.403
H -3.359 4.748 3.608 0.428
H -0.704 2.711 3.171 0.043
H -2.052 1.944 4.082 0.284
H -1.584 3.630 4.344 0.506
C 3.111 6.480 -1.966 -0.934
O 3.827 5.639 -1.077 -0.204
C 3.848 6.187 0.234 -0.623
C 4.366 5.093 1.156 -0.586
O 3.715 3.845 0.913 -0.091
C 3.046 3.261 1.986 -0.609
H 2.050 6.544 -1.704 0.364
H 3.081 6.001 -2.949 0.274
H 3.530 7.474 -2.128 0.327
H 2.933 6.650 0.607 0.379
H 4.662 6.924 0.307 0.383
H 4.102 5.387 2.178 0.456
H 5.432 4.893 1.067 0.308
H 2.346 3.930 2.506 0.442
H 3.682 2.767 2.729 0.345
H 2.371 2.460 1.668 -0.209
C 3.302 -4.451 2.823 -1.154
C 4.204 -4.646 3.794 0.294
C 4.720 -3.561 4.697 0.830
O 5.555 -3.794 5.536 -0.583
C 4.056 -2.275 4.531 -0.721
C 3.118 -2.074 3.594 0.429
C 2.593 -3.160 2.712 0.638
O 1.633 -3.003 1.989 0.028
O 2.527 -0.863 3.483 -0.593
O 4.696 -5.870 4.044 -0.563
H 2.950 -5.238 2.172 0.449
H 4.428 -1.488 5.173 0.456
H 1.774 -1.019 2.875 0.210
H 5.190 -5.779 4.886 0.349
C 2.146 2.763 -2.033 -0.371
C 3.365 2.350 -2.410 0.540
C 3.534 1.185 -3.351 0.553
O 4.576 0.636 -3.592 -0.612
C 2.309 0.849 -4.104 -0.900
C 1.100 1.225 -3.678 0.460
C 0.898 2.195 -2.570 0.676
O -0.185 2.545 -2.148 -0.554
O -0.042 0.814 -4.283 -0.593
O 4.476 2.850 -1.864 -0.628
H 2.108 3.533 -1.270 0.540
H 2.545 0.157 -4.902 0.436
H -0.760 1.364 -3.908 0.219
H 4.283 3.671 -1.369 0.204


No. 2
107
Properties=species:S:1:pos:R:3:mulliken_charge:R:1 method="wB97M-V/def2-TZVPD" multiplicity=1 gap_ev=1.3 charge=+1 e_homo_ev=-10.0
C 3.524 2.112 0.502 1.681
C 3.590 1.401 -0.896 -0.431
O 2.324 0.793 -1.168 -0.160
C 1.387 1.787 -1.635 -0.500
C -0.146 1.397 -1.550 0.809
C -0.534 0.099 -0.728 -0.287
C -1.705 0.381 0.283 -0.402
C -3.076 0.577 -0.421 -0.663
S -3.570 2.321 -0.613 1.216
O -2.971 2.800 -1.888 -0.560
O -5.060 2.312 -0.774 -0.646
N -3.242 3.254 0.759 -0.447
S -1.723 3.980 0.727 1.013
O -1.464 4.871 -0.430 -0.561
O -1.617 4.771 1.993 -0.668
H 3.015 3.100 0.427 0.021
H 4.582 2.274 0.919 -0.567
H 2.866 1.504 1.170 -1.074
H 4.350 0.591 -0.838 0.369
H 3.887 2.103 -1.703 0.312
H 1.517 2.774 -1.135 0.149
H 1.627 1.977 -2.709 0.135
H -0.659 2.256 -1.073 -0.630
H -0.572 1.301 -2.562 0.323
H -0.934 -0.684 -1.475 0.477
H 0.292 -0.350 -0.092 -0.155
H -1.803 -0.531 0.916 0.095
H -1.498 1.248 0.937 0.310
H -3.869 0.072 0.174 0.240
H -3.099 0.073 -1.411 0.385
H -0.699 3.048 0.814 0.008
Li 1.682 0.728 2.268 0.883
C -0.701 -2.258 4.515 -0.089
C -1.239 -3.216 5.371 -0.625
C -0.640 -4.458 5.480 -0.186
C 0.513 -4.750 4.738 -0.459
C 1.056 -3.795 3.885 -0.422
C 0.450 -2.554 3.768 0.267
H -1.168 -1.288 4.424 0.351
H -2.125 -2.989 5.949 0.402
H -1.062 -5.206 6.138 0.395
H 0.979 -5.723 4.827 0.403
H 1.946 -4.024 3.311 0.348
H 0.856 -1.807 3.096 -0.162
Na 1.057 -1.380 -1.002 0.939
C -6.998 -2.690 1.729 0.560
F -7.195 -2.537 0.420 -0.213
F -7.442 -1.587 2.322 -0.204
F -7.781 -3.690 2.127 -0.208
S -5.222 -3.013 2.120 1.185
O -4.508 -1.844 1.626 -0.492
O -4.892 -4.236 1.405 -0.558
O -5.170 -3.155 3.565 -0.540
Mg 6.165 2.422 1.230 0.039
F -1.036 -0.990 2.183 -0.623
C 4.617 9.619 0.357 -1.425
C 3.325 8.827 0.201 -0.273
N 3.460 7.638 -0.626 0.193
C 2.177 7.026 -0.967 -1.028
C 1.333 6.439 0.169 -0.263
C 4.502 6.706 -0.234 -0.737
C 4.430 6.113 1.176 -0.456
H 5.014 9.919 -0.613 0.335
H 4.424 10.523 0.936 0.434
H 5.385 9.053 0.889 0.290
H 2.592 9.490 -0.266 0.464
H 2.937 8.590 1.201 0.248
H 2.345 6.248 -1.719 0.290
H 1.576 7.783 -1.478 0.423
H 1.725 5.479 0.512 -0.153
H 0.317 6.255 -0.188 0.311
H 1.257 7.111 1.024 0.329
H 5.467 7.207 -0.343 0.371
H 4.543 5.890 -0.964 0.287
H 4.165 6.853 1.932 0.215
H 5.407 5.702 1.454 0.187
H 3.714 5.290 1.231 0.024
Cl -1.500 -6.285 2.291 -0.099
C -2.065 -7.941 2.627 -0.017
C -3.176 -7.968 3.653 -0.419
Cl -2.602 -7.509 5.275 -0.179
H -1.210 -8.532 2.949 0.365
H -2.425 -8.349 1.684 -0.270
H -3.577 -8.978 3.735 0.344
H -3.989 -7.297 3.380 0.309
C 0.122 1.949 -7.288 -0.385
C 0.074 1.076 -6.283 -0.316
C 1.310 0.512 -5.699 0.491
O 1.267 -0.289 -4.780 -0.615
C 2.601 0.952 -6.270 -0.358
C 2.651 1.825 -7.275 -0.333
C 1.414 2.391 -7.860 0.307
O 1.459 3.186 -8.771 -0.510
H -0.772 2.373 -7.728 0.428
H -0.861 0.742 -5.851 0.439
H 3.494 0.527 -5.829 0.434
H 3.586 2.158 -7.706 0.425
N -2.984 -10.273 -0.263 0.000
C -2.176 -9.633 -1.162 -0.412
C -1.474 -10.590 -1.858 -0.413
C -1.878 -11.851 -1.363 -0.432
C -2.814 -11.625 -0.380 -0.431
H -3.607 -9.822 0.382 0.229
H -2.169 -8.557 -1.230 0.397
H -0.753 -10.401 -2.636 0.404
H -1.526 -12.817 -1.687 0.392
H -3.368 -12.308 0.242 0.377


No. 3
123
Properties=species:S:1:pos:R:3:mulliken_charge:R:1 method="wB97M-V/def2-TZVPD" multiplicity=1 gap_ev=7.4 charge=-1 e_homo_ev=-5.7
C 0.674 6.168 3.808 -0.918
C 2.060 5.743 3.092 -0.560
C 2.767 4.558 3.907 -0.694
C 2.161 3.142 3.495 0.017
N 1.763 2.290 4.681 -0.471
In 2.558 0.357 4.256 0.660
N 4.598 0.260 4.858 -0.654
C 4.917 1.194 5.973 -0.200
C 4.362 0.722 7.387 -0.300
C 3.410 1.778 8.121 -0.714
P 2.238 0.015 1.722 0.363
O 0.731 -0.348 1.487 -0.616
S 1.363 -1.548 5.364 0.673
O 1.243 -2.648 4.319 -0.633
O 2.110 -2.162 6.536 -0.654
C -0.374 -1.179 5.943 0.568
F -0.894 -2.373 6.493 -0.239
F -1.186 -0.903 4.838 -0.204
F -0.472 -0.230 6.948 -0.210
H 0.454 5.482 4.691 0.272
H -0.207 6.098 3.088 0.220
H 0.744 7.261 4.130 0.282
H 2.695 6.693 3.092 0.342
H 1.908 5.486 1.992 0.307
H 2.786 4.757 5.024 0.344
H 3.860 4.568 3.563 0.258
H 2.990 2.572 2.936 0.015
H 1.322 3.278 2.748 0.176
H 2.277 2.737 5.459 0.002
H 5.134 0.630 4.054 0.205
H 6.062 1.204 6.061 0.306
H 4.614 2.275 5.748 0.079
H 5.183 0.452 8.130 0.365
H 3.758 -0.222 7.220 0.126
H 3.221 2.684 7.448 0.114
H 3.960 2.184 9.031 0.290
H 2.426 1.320 8.455 0.176
H 3.014 -1.083 1.212 -0.069
H 2.471 1.242 0.997 -0.008
C 0.458 -3.097 -1.537 -1.114
C 1.694 -3.648 -0.858 -0.087
O 2.272 -4.712 -1.638 -0.339
C 3.058 -4.336 -2.655 0.454
O 3.299 -3.197 -2.947 -0.528
C 3.636 -5.561 -3.358 0.784
F 2.714 -6.516 -3.573 -0.264
F 4.616 -6.135 -2.637 -0.273
F 4.164 -5.264 -4.558 -0.222
H -0.256 -3.898 -1.743 0.310
H -0.023 -2.346 -0.907 0.329
H 0.707 -2.636 -2.496 0.317
H 1.420 -4.078 0.107 0.325
H 2.430 -2.864 -0.665 0.265
C 4.670 -3.253 -6.394 -0.993
C 5.876 -2.404 -6.742 -0.093
O 5.940 -2.165 -8.160 -0.318
C 5.169 -1.171 -8.625 0.384
O 4.449 -0.493 -7.944 -0.539
C 5.372 -1.000 -10.127 0.893
F 5.378 -2.175 -10.782 -0.250
F 6.546 -0.400 -10.404 -0.253
F 4.415 -0.252 -10.694 -0.252
H 4.673 -4.180 -6.973 0.276
H 4.667 -3.497 -5.337 0.262
H 3.740 -2.732 -6.631 0.338
H 6.789 -2.937 -6.474 0.448
H 5.877 -1.462 -6.189 0.140
C -2.248 -2.954 2.600 -1.112
C -3.478 -2.247 3.133 -0.213
O -4.291 -1.755 2.049 -0.263
C -5.111 -2.646 1.478 0.304
O -5.203 -3.797 1.805 -0.535
C -5.940 -1.977 0.385 0.914
F -5.205 -1.178 -0.406 -0.267
F -6.918 -1.206 0.900 -0.261
F -6.540 -2.863 -0.427 -0.249
H -1.692 -2.300 1.923 0.316
H -1.592 -3.257 3.417 0.305
H -2.524 -3.845 2.029 0.422
H -3.176 -1.378 3.718 0.309
H -4.062 -2.893 3.793 0.314
C -7.322 2.081 1.601 -1.049
C -6.701 1.723 2.937 0.028
O -6.150 2.889 3.570 -0.329
C -7.021 3.662 4.237 0.350
O -8.197 3.440 4.325 -0.512
C -6.296 4.831 4.897 0.866
F -5.410 5.417 4.072 -0.241
F -5.608 4.438 5.984 -0.247
F -7.137 5.795 5.301 -0.249
H -6.596 2.596 0.968 0.295
H -7.668 1.184 1.085 0.250
H -8.170 2.756 1.728 0.370
H -5.873 1.029 2.783 0.139
H -7.420 1.227 3.594 0.325
C 5.912 2.340 -7.483 -1.022
C 7.228 1.740 -7.029 -0.100
O 8.126 2.764 -6.574 -0.348
C 7.943 3.190 -5.313 0.362
O 7.095 2.776 -4.574 -0.501
C 8.991 4.237 -4.949 0.855
F 9.165 5.150 -5.923 -0.246
F 10.196 3.677 -4.728 -0.253
F 8.675 4.918 -3.840 -0.239
H 6.083 3.111 -8.239 0.296
H 5.263 1.571 -7.902 0.251
H 5.390 2.819 -6.652 0.308
H 7.717 1.247 -7.872 0.300
H 7.079 0.983 -6.255 0.323
C -9.303 -3.791 -1.162 -1.043
C -9.275 -3.264 -2.582 -0.235
O -10.605 -2.986 -3.050 -0.312
C -11.125 -1.805 -2.675 0.383
O -10.558 -1.000 -1.991 -0.502
C -12.514 -1.622 -3.279 0.857
F -13.272 -2.728 -3.169 -0.246
F -12.450 -1.330 -4.592 -0.255
F -13.201 -0.629 -2.697 -0.240
H -9.962 -4.660 -1.088 0.352
H -8.305 -4.077 -0.838 0.323
H -9.689 -3.039 -0.471 0.280
H -8.863 -4.025 -3.248 0.347
H -8.640 -2.380 -2.671 0.309


No. 4
102
Properties=species:S:1:pos:R:3:mulliken_charge:R:1 method="wB97M-V/def2-TZVPD" e_above_lowest_kcal_mol=6.3 multiplicity=1 gap_ev=10.8 e_homo_ev=-10.6
C -4.756 4.082 0.650 -1.465
C -5.967 3.495 0.077 0.439
C -5.941 3.347 -1.445 -0.436
O -5.605 1.958 -1.817 -0.268
C -5.590 1.296 -0.647 0.599
O -5.238 0.115 -0.493 -0.631
O -5.797 2.067 0.419 -0.224
H -4.801 4.258 1.716 0.383
H -4.666 5.147 0.396 0.437
H -3.844 3.558 0.414 0.296
H -6.930 3.875 0.521 0.256
H -5.181 4.139 -1.651 0.280
H -6.873 3.703 -1.888 0.283
C -2.688 -1.156 0.466 -0.438
C -1.297 -1.751 0.348 1.174
C -0.101 -0.751 0.050 0.797
O 0.991 -1.449 0.485 0.668
C 0.557 -2.253 1.463 0.019
O 1.310 -2.836 2.265 -0.640
O -0.828 -2.396 1.503 -0.468
H -2.497 -0.142 0.720 -0.473
H -3.387 -1.655 1.114 0.702
H -3.075 -0.980 -0.520 -0.331
H -1.260 -2.498 -0.432 0.185
H -0.217 0.256 0.449 -0.782
H 0.014 -0.372 -0.982 -0.510
C 2.125 -3.232 -3.570 -0.883
C 2.619 -1.839 -4.083 0.231
C 1.810 -1.335 -5.303 -0.421
O 1.082 -0.261 -4.753 -0.377
C 1.547 0.050 -3.514 0.443
O 1.067 0.848 -2.696 -0.473
O 2.453 -0.878 -3.106 -0.133
H 2.236 -4.038 -4.307 0.452
H 1.156 -3.117 -3.037 0.122
H 2.784 -3.437 -2.734 0.068
H 3.625 -1.938 -4.273 0.419
H 1.054 -2.052 -5.625 0.258
H 2.359 -0.903 -6.166 0.303
C -3.495 -2.090 -3.272 -1.350
C -2.127 -1.462 -3.665 0.779
C -2.184 -0.664 -5.011 -0.570
O -2.542 0.634 -4.572 -0.408
C -2.313 0.856 -3.302 0.290
O -2.561 1.948 -2.756 -0.575
O -1.875 -0.359 -2.770 0.229
H -3.871 -2.902 -3.757 0.553
H -4.435 -1.446 -3.373 0.322
H -3.451 -2.389 -2.202 0.177
H -1.290 -2.204 -3.654 -0.065
H -2.914 -1.036 -5.658 0.450
H -1.279 -0.622 -5.489 0.209
C 1.347 0.468 3.887 -0.737
C 2.628 -0.213 4.214 0.525
C 3.357 -0.779 3.033 0.243
O 4.588 0.003 2.970 -0.272
C 4.573 0.877 3.906 0.487
O 5.404 1.688 4.005 -0.548
O 3.514 0.782 4.670 -0.446
H 0.561 0.323 4.670 0.011
H 0.933 0.202 2.952 -0.279
H 1.613 1.493 3.926 0.507
H 2.539 -0.941 4.974 0.575
H 2.757 -0.746 2.131 -0.504
H 3.506 -1.891 3.208 0.331
C -4.608 0.416 3.225 -0.923
C -3.548 1.296 4.031 0.311
C -2.229 0.432 4.039 -0.812
O -1.481 0.845 2.907 0.405
C -2.117 1.876 2.430 0.210
O -1.724 2.457 1.458 -0.571
O -3.225 2.226 3.069 -0.262
H -5.353 0.996 2.860 0.449
H -5.048 -0.441 3.853 0.314
H -4.210 -0.061 2.320 0.024
H -3.891 1.731 5.035 0.288
H -2.297 -0.639 4.166 0.373
H -1.644 0.762 4.936 0.387
C 3.863 -2.754 -0.386 -0.906
C 4.976 -1.781 -0.098 0.840
C 6.128 -2.232 0.755 -0.428
C 6.775 -3.437 0.197 0.005
N 7.312 -4.335 -0.252 -0.492
H 3.445 -3.199 0.525 0.360
H 4.148 -3.644 -0.894 0.590
H 2.985 -2.252 -0.635 -0.157
H 4.565 -0.923 0.420 -0.898
H 5.407 -1.451 -1.099 0.340
H 5.710 -2.608 1.691 0.124
H 6.822 -1.455 0.971 0.570
C 1.273 2.665 0.392 -1.354
C 2.495 1.993 0.007 0.975
C 3.732 2.380 0.862 -0.067
C 5.047 1.864 0.438 0.111
N 6.101 1.442 0.149 -0.607
H 1.391 3.731 0.477 0.605
H 0.876 2.358 1.390 -0.046
H 0.437 2.449 -0.291 0.283
H 2.691 2.418 -0.969 0.262
H 2.561 0.883 0.064 -0.551
H 3.597 2.080 1.919 -0.160
H 3.786 3.470 0.958 0.613